{"formula": "C4H8O", "method": "the ωB97M-V functional and the def2-TZVPD basis", "species": ["O", "C", "C", "C", "C", "H", "H", "H", "H", "H", "H", "H", "H"], "positions_angstrom": [[2.169, -0.156, -0.774], [1.067, 0.265, 0.594], [-0.110, 0.014, -0.159], [-1.380, 0.775, -0.262], [-1.377, -0.670, 0.208], [2.531, -1.050, -0.636], [1.426, 1.281, 0.743], [1.414, -0.446, 1.345], [1.056, -0.268, -1.094], [-1.614, 1.532, 0.486], [-1.784, 0.995, -1.248], [-1.614, -0.846, 1.257], [-1.783, -1.426, -0.461]], "de_lowest_kcal_mol": 103.2, "orbital_gap_ev": 9.053, "charge": 0, "mol_weight_g_mol": 72.11, "total_energy_ha": -232.281199}

{"formula": "C8H8", "method": "the ωB97M-V functional and the def2-TZVPD basis", "species": ["C", "C", "C", "C", "C", "C", "C", "C", "H", "H", "H", "H", "H", "H", "H", "H"], "positions_angstrom": [[-0.994, 2.016, 0.924], [-1.797, 1.517, 0.170], [0.773, 0.185, -1.304], [-0.469, 0.326, -0.681], [-0.768, -0.475, 0.420], [0.147, -1.340, 0.940], [1.403, -1.443, 0.340], [1.691, -0.744, -0.803], [-0.170, 2.562, 1.316], [-2.430, 0.703, -0.163], [0.980, 0.764, -2.201], [-1.198, 1.039, -1.096], [-1.702, -0.277, 0.927], [-0.148, -1.916, 1.838], [2.131, -2.201, 0.704], [2.625, -0.923, -1.358]], "de_lowest_kcal_mol": 134.9, "orbital_gap_ev": 8.991, "charge": 0, "mol_weight_g_mol": 104.15, "total_energy_ha": -309.398750}

{"formula": "C27H24N6O4", "method": "the ωB97M-V functional and the def2-TZVPD basis", "species": ["C", "O", "C", "C", "C", "C", "N", "C", "O", "C", "N", "N", "N", "C", "C", "C", "C", "C", "C", "C", "C", "O", "N", "C", "C", "C", "C", "C", "O", "C", "C", "C", "N", "C", "C", "C", "C", "H", "H", "H", "H", "H", "H", "H", "H", "H", "H", "H", "H", "H", "H", "H", "H", "H", "H", "H", "H", "H", "H", "H", "H"], "positions_angstrom": [[2.346, -2.878, 4.902], [1.221, -2.045, 4.741], [0.853, -1.689, 3.490], [1.415, -2.194, 2.321], [0.976, -1.741, 1.091], [-0.010, -0.770, 1.013], [-0.426, -0.277, -0.259], [-0.178, 0.977, -0.672], [-0.640, 1.450, -1.700], [0.743, 1.833, 0.207], [1.945, 1.172, 0.607], [2.283, 1.013, 1.894], [3.355, 0.346, 1.996], [3.794, 0.019, 0.747], [4.900, -0.703, 0.299], [5.046, -0.846, -1.061], [4.136, -0.286, -1.971], [3.037, 0.432, -1.555], [2.874, 0.565, -0.181], [-1.334, -1.151, -1.015], [-2.777, -0.736, -0.662], [-3.472, -1.420, 0.058], [-3.152, 0.444, -1.187], [-4.291, 1.171, -0.668], [-3.827, 2.359, 0.111], [-4.131, 3.684, 0.024], [-3.347, 4.338, 1.007], [-2.620, 3.364, 1.612], [-2.900, 2.162, 1.077], [-1.002, -1.185, -2.486], [-1.979, -1.185, -3.473], [-1.582, -1.255, -4.800], [-0.320, -1.324, -5.185], [0.608, -1.343, -4.245], [0.325, -1.287, -2.891], [-0.610, -0.296, 2.175], [-0.181, -0.753, 3.400], [2.169, -3.877, 4.490], [2.502, -2.956, 5.976], [3.232, -2.438, 4.436], [2.202, -2.930, 2.352], [1.424, -2.129, 0.187], [0.213, 2.122, 1.118], [0.975, 2.734, -0.373], [5.604, -1.121, 0.999], [5.887, -1.399, -1.450], [4.309, -0.422, -3.028], [2.342, 0.873, -2.253], [-1.195, -2.160, -0.606], [-2.460, 0.976, -1.708], [-4.843, 0.473, -0.028], [-4.935, 1.505, -1.486], [-4.828, 4.138, -0.650], [-3.331, 5.386, 1.226], [-1.901, 3.393, 2.407], [-3.026, -1.138, -3.219], [-2.314, -1.253, -5.597], [1.630, -1.410, -4.596], [1.125, -1.316, -2.166], [-1.410, 0.424, 2.106], [-0.625, -0.392, 4.314]], "smiles": "COc1ccc(N(C(=O)Cn2nnc3ccccc32)[C@@H](C(=O)NCc2ccco2)c2ccncc2)cc1", "orbital_gap_ev": 8.971, "charge": 0, "mol_weight_g_mol": 496.53, "total_energy_ha": -1672.775242}

{"formula": "C5H5NO", "method": "the ωB97M-V functional and the def2-TZVPD basis", "species": ["N", "C", "C", "O", "C", "C", "C", "H", "H", "H", "H", "H"], "positions_angstrom": [[-0.916, -1.465, -2.304], [-0.775, -0.469, -1.744], [-0.453, 0.665, -0.853], [-1.297, 0.681, 0.320], [-0.163, 0.470, 1.176], [0.465, -0.852, 0.882], [0.763, 0.351, 0.010], [-0.426, 1.641, -1.376], [-0.162, 1.074, 2.070], [1.380, -1.182, 1.363], [-0.182, -1.665, 0.568], [1.764, 0.752, -0.110]], "de_lowest_kcal_mol": 63.3, "smiles": "N#C[C@H]1O[C@H]2C[C@H]21", "orbital_gap_ev": 11.069, "charge": 0, "mol_weight_g_mol": 95.10, "total_energy_ha": -323.418733}

Copy entry 2 word for word.
{"formula": "C8H8", "method": "the ωB97M-V functional and the def2-TZVPD basis", "species": ["C", "C", "C", "C", "C", "C", "C", "C", "H", "H", "H", "H", "H", "H", "H", "H"], "positions_angstrom": [[-0.994, 2.016, 0.924], [-1.797, 1.517, 0.170], [0.773, 0.185, -1.304], [-0.469, 0.326, -0.681], [-0.768, -0.475, 0.420], [0.147, -1.340, 0.940], [1.403, -1.443, 0.340], [1.691, -0.744, -0.803], [-0.170, 2.562, 1.316], [-2.430, 0.703, -0.163], [0.980, 0.764, -2.201], [-1.198, 1.039, -1.096], [-1.702, -0.277, 0.927], [-0.148, -1.916, 1.838], [2.131, -2.201, 0.704], [2.625, -0.923, -1.358]], "de_lowest_kcal_mol": 134.9, "orbital_gap_ev": 8.991, "charge": 0, "mol_weight_g_mol": 104.15, "total_energy_ha": -309.398750}

What is the formula in the fourth record? C5H5NO

What is the formula in the third record? C27H24N6O4